Computed, not measured: a single CH3FN2O molecule in a non-equilibrium geometry, with wB97M-V/def2-TZVPD.

- Relative energy (zero: lowest compared OMol25 entry of this formula, charge and spin): 169.7 kJ/mol
- F_max: 6.45 eV Å⁻¹
- Energy: -8828.5094 eV
- SMILES string: NC(=O)NF
- HOMO-LUMO gap: 0.4072 hartree

CARTESIAN COORDINATES (ANGSTROEM)
F (-2.15626, -0.61731, -2.15196)
O (0.68288, -0.90726, -2.11113)
N (-1.33261, -0.48093, -1.01661)
N (0.66984, 0.26297, -0.13280)
C (0.01928, -0.44388, -1.24559)
H (1.76025, 0.02266, -0.22835)
H (0.58225, 1.19873, -0.12117)
H (-1.72402, -0.03601, -0.23890)

Need the natural (NBO) charges? In units of e they are: number 1, F, carries -0.203; number 2, O, carries -0.568; number 3, N, carries -0.244; number 4, N, carries -0.883; number 5, C, carries 0.745; number 6, H, carries 0.395; number 7, H, carries 0.370; number 8, H, carries 0.389